(1)
C4H12BNO | ωB97M-V/def2-TZVPD

Geometry as ORCA input:
```
! wB97M-V def2-TZVPD RIJCOSX def2/J DEFGRID3
* xyz 0 1
B 0.009 0.205 -1.312
C -1.558 -1.601 1.523
C 2.029 1.670 -0.080
C -0.105 -0.763 1.305
C 0.505 -0.730 -0.085
N -1.087 1.124 -1.232
O 0.766 -0.138 -2.445
H -1.442 -2.498 2.194
H -2.000 -1.929 0.510
H -2.258 -0.966 1.930
H 2.568 0.825 0.368
H 1.431 2.295 0.672
H 1.995 1.887 -1.130
H -0.365 0.302 1.694
H 0.611 -1.347 1.990
H 1.171 -1.589 -0.348
H -1.604 1.130 -0.410
H -1.268 1.674 -2.002
H 0.600 0.449 -3.143
*
```

ΔE to the lowest compared entry with this formula, charge and spin ... 104.3 kcal/mol
Max |F| ... 3.89 eV/A
Frontier orbital gap (alpha / beta) ... 8.138 / 8.579 eV
DFT total energy ... -8554.735 eV

(2)
C16H52B2F3NO8S | ωB97M-V/def2-TZVPD

Geometry as ORCA input:
```
! wB97M-V def2-TZVPD RIJCOSX def2/J DEFGRID3
* xyz -2 1
N -0.001 -0.186 0.406
H -0.406 0.392 1.129
H -0.707 -0.776 -0.010
H 0.710 -0.688 0.918
H 0.334 0.500 -0.256
B -3.172 0.853 -0.884
H -3.383 1.879 -1.145
H -2.104 0.852 -0.730
H -3.659 0.654 0.058
H -3.475 0.166 -1.659
B -1.999 1.026 2.445
H -1.387 1.534 1.716
H -1.502 0.076 2.572
H -1.987 1.570 3.376
H -2.967 0.751 2.056
C 1.599 4.296 0.486
F 2.597 3.429 0.598
F 1.050 4.484 1.668
F 2.105 5.433 -0.008
S 0.349 3.416 -0.749
O 0.811 2.039 -0.798
O -0.961 3.456 -0.068
O 0.523 4.117 -2.010
C -2.807 2.807 -4.939
C -1.754 2.691 -3.834
C -0.952 1.334 -3.773
O -0.832 3.667 -4.181
H -3.794 2.534 -4.567
H -2.631 2.134 -5.778
H -3.067 3.813 -5.267
H -2.258 2.976 -2.910
H -0.198 1.400 -2.989
H -0.520 0.910 -4.680
H -1.669 0.525 -3.634
H -0.293 3.828 -3.403
C 4.475 -1.867 -1.667
C 3.872 -0.463 -1.911
C 2.449 -0.525 -2.434
O 3.863 0.353 -0.796
H 4.417 -2.369 -2.633
H 3.879 -2.404 -0.929
H 5.489 -1.700 -1.303
H 4.471 0.017 -2.685
H 1.728 -1.053 -1.809
H 2.416 -1.046 -3.391
H 1.946 0.417 -2.655
H 3.531 1.236 -0.971
C -0.043 -3.204 2.794
C 1.428 -3.316 2.247
C 1.610 -4.386 1.193
O 1.737 -2.015 1.706
H -0.068 -2.509 3.634
H -0.418 -4.154 3.175
H -0.779 -2.909 2.046
H 2.124 -3.621 3.029
H 1.259 -4.134 0.193
H 1.138 -5.324 1.485
H 2.636 -4.749 1.135
H 2.692 -1.926 1.753
C -3.643 -3.529 -0.791
C -2.217 -3.005 -0.846
C -1.605 -2.930 -2.255
O -2.109 -1.780 -0.219
H -4.346 -3.159 -1.537
H -3.993 -3.498 0.240
H -3.686 -4.591 -1.036
H -1.552 -3.709 -0.346
H -1.712 -3.924 -2.688
H -0.632 -2.439 -2.239
H -2.208 -2.220 -2.822
H -2.635 -1.128 -0.689
C 0.366 2.539 5.294
C 1.453 1.989 4.329
C 1.819 0.502 4.565
O 0.906 1.997 3.063
H -0.630 2.296 4.926
H 0.387 3.628 5.244
H 0.345 2.160 6.316
H 2.292 2.685 4.332
H 2.256 0.317 5.546
H 2.592 0.257 3.836
H 1.050 -0.245 4.368
H 0.058 1.546 3.052
*
```

Max |F| ... 4.95 eV/A
Frontier orbital gap ... 6.010 eV
DFT total energy ... -55640.676 eV

(3)
C5H9NO | ωB97M-V/def2-TZVPD

Geometry as ORCA input:
```
! wB97M-V def2-TZVPD RIJCOSX def2/J DEFGRID3
* xyz 0 1
O -1.951 2.480 -0.959
C -1.010 1.621 -0.707
C -1.518 0.175 -0.431
C 0.387 1.757 -0.867
C 0.794 -1.233 1.822
C 1.922 -1.531 1.104
N -0.920 -1.153 -0.400
H 0.747 2.636 -1.516
H -2.022 0.139 0.594
H 1.087 0.954 -0.645
H -0.065 -1.302 -0.970
H 0.720 -0.137 1.805
H 2.812 -1.418 1.625
H 1.968 -1.969 0.177
H -0.520 -1.099 0.514
H -2.431 0.079 -1.149
*
```

ΔE to the lowest compared entry with this formula, charge and spin ... 257.9 kcal/mol
Max |F| ... 4.29 eV/A
Frontier orbital gap ... 2.662 eV
DFT total energy ... -8858.027 eV

(4)
C4H4F2N2 | ωB97M-V/def2-TZVPD

Geometry as ORCA input:
```
! wB97M-V def2-TZVPD RIJCOSX def2/J DEFGRID3
* xyz 0 1
C -1.325 0.286 0.287
C -0.763 -0.833 -0.237
C -0.664 1.585 0.459
C 0.782 -1.059 -0.301
N 0.386 2.043 -0.047
N 1.438 -0.051 -0.926
F 1.105 -1.223 1.014
F 2.701 0.148 -0.416
H -2.352 0.270 0.293
H -1.494 -1.573 -0.501
H -1.025 2.402 1.121
H 1.210 -1.995 -0.745
*
```

ΔE to the lowest compared entry with this formula, charge and spin ... 151.2 kcal/mol
Max |F| ... 3.94 eV/A
Frontier orbital gap (alpha / beta) ... 8.918 / 10.099 eV
DFT total energy ... -12621.157 eV